{
  "formula": "C8H7NO",
  "method": "the ωB97M-V functional and the def2-TZVPD basis",
  "spin_multiplicity": 1,
  "charge": 0,
  "de_lowest_kj_mol": 684.55,
  "homo_ev": -8.2,
  "gap_ev": 8.22,
  "energy_ev": -11939.0849,
  "smiles": "C[C@@H]1NOc2ccc#cc21",
  "max_force_ev_per_a": 6.14,
  "elements": ["C", "C", "C", "C", "C", "C", "C", "C", "N", "O", "H", "H", "H", "H", "H", "H", "H"],
  "positions_angstrom": [[2.348, 1.231, -0.156], [1.122, 1.420, -0.429], [3.064, 0.162, 0.077], [2.151, -1.015, 0.333], [0.167, 0.604, -0.262], [0.821, -0.986, 0.116], [-1.266, 0.355, -0.668], [-2.281, 0.929, 0.375], [-1.348, -1.143, -0.650], [-0.272, -1.757, 0.175], [4.091, -0.003, 0.363], [2.770, -1.911, 0.737], [-1.476, 0.699, -1.646], [-2.255, 0.029, 1.099], [-3.384, 1.028, 0.142], [-1.940, 1.851, 0.730], [-2.311, -1.493, -0.335]],
  "forces_ev_per_a": [[-0.3975, 1.2890, -0.9224], [2.8391, 2.2677, 0.2100], [-0.5444, -1.8975, 1.5135], [1.6920, -1.7629, 0.5660], [-1.7236, -5.8937, -0.1966], [-2.2258, 5.0532, -0.8237], [-0.3904, -0.7462, 2.3727], [-0.8770, -3.1992, 0.1570], [-0.8279, -0.2778, -1.0744], [-0.2124, -0.3819, 0.1631], [0.1297, 0.3233, -0.4026], [-1.6095, 1.3848, -0.9284], [0.0173, 0.1843, -1.1837], [-0.0462, 2.1527, -0.0629], [1.3452, -0.1601, -0.5639], [0.4583, 1.2114, 1.0399], [2.3731, 0.4529, 0.1367]],
  "mulliken_charge": [-0.01, 0.02, -0.49, -0.42, 0.10, 0.34, 0.20, -1.19, -0.44, -0.32, 0.38, 0.26, 0.36, 0.30, 0.30, 0.34, 0.28]
}

***

{
  "formula": "C22H24Cl2N7O2SYb",
  "method": "the ωB97M-V functional and the def2-TZVPD basis",
  "spin_multiplicity": 2,
  "charge": 2,
  "homo_ev": [-13.2, -13.2],
  "gap_ev": [7.09, 7.09],
  "energy_ev": -105125.2043,
  "max_force_ev_per_a": 3.59,
  "elements": ["Yb", "Cl", "C", "Cl", "H", "H", "N", "C", "C", "C", "C", "C", "C", "S", "N", "C", "C", "C", "C", "C", "C", "N", "H", "H", "H", "H", "H", "H", "H", "H", "H", "C", "C", "N", "O", "C", "C", "N", "O", "H", "H", "H", "H", "H", "H", "H", "N", "C", "C", "C", "N", "C", "C", "H", "H", "H", "H", "H", "H"],
  "positions_angstrom": [[-0.145, 1.592, 0.431], [0.904, 4.014, 0.350], [-0.693, 4.764, 0.544], [-1.899, 3.582, -0.004], [-0.771, 5.669, -0.062], [-0.870, 4.944, 1.609], [1.400, -1.220, -2.996], [1.939, -2.420, -2.522], [2.335, -3.412, -3.417], [2.808, -4.613, -2.925], [2.876, -4.828, -1.553], [2.495, -3.828, -0.674], [2.034, -2.610, -1.151], [1.634, -1.287, 0.127], [0.722, -0.322, -0.924], [0.782, -0.324, -2.221], [0.136, 0.826, -2.910], [-0.257, 0.765, -4.245], [-0.703, 1.915, -4.878], [-0.717, 3.096, -4.153], [-0.386, 3.049, -2.806], [0.007, 1.945, -2.174], [1.430, -1.085, -3.999], [2.281, -3.239, -4.482], [3.123, -5.383, -3.612], [3.234, -5.769, -1.173], [2.552, -3.980, 0.395], [-0.246, -0.169, -4.786], [-1.013, 1.891, -5.914], [-0.985, 4.037, -4.607], [-0.419, 3.956, -2.217], [2.436, -0.650, 3.318], [1.543, 0.276, 2.562], [1.340, 0.233, 1.297], [3.129, -0.692, 0.049], [0.818, 1.345, 3.275], [0.921, 1.702, 4.722], [0.036, 1.974, 2.450], [-0.753, 2.953, 2.718], [2.860, -1.398, 2.655], [1.884, -1.142, 4.117], [3.250, -0.083, 3.769], [3.764, -1.268, -0.400], [1.568, 1.030, 5.271], [-0.076, 1.691, 5.167], [1.295, 2.723, 4.827], [-5.345, -1.833, 2.172], [-4.242, -1.167, 1.831], [-3.224, -1.743, 1.044], [-2.153, -0.980, 0.654], [-1.982, 0.316, 0.986], [-2.919, 0.842, 1.808], [-4.028, 0.164, 2.241], [-5.489, -2.785, 1.884], [-6.062, -1.390, 2.722], [-3.290, -2.776, 0.742], [-1.375, -1.412, 0.035], [-2.756, 1.863, 2.141], [-4.737, 0.649, 2.894]],
  "forces_ev_per_a": [[-0.4231, -1.8338, -3.0525], [0.7884, 1.0888, -0.1248], [-0.3446, 0.4060, 0.4862], [-1.0672, 0.7388, -0.3065], [0.1469, -0.2908, 0.0135], [0.1617, -0.1626, -0.3395], [-0.2024, 0.3681, -0.1217], [0.2229, -0.4936, 0.2397], [-0.0665, 0.2540, 0.1042], [0.0071, 0.0531, 0.1084], [0.0077, 0.0653, 0.0535], [-0.0669, 0.0501, -0.0441], [-0.2174, 0.4796, -0.0339], [0.1502, -0.6098, -0.6546], [-0.3591, 0.1511, 0.7903], [0.3238, -0.4318, -0.5037], [-0.2646, 0.3029, -0.4281], [0.0676, -0.0738, 0.2959], [0.0547, 0.2302, 0.2306], [0.0171, -0.2108, -0.0582], [0.0589, 0.1433, -0.1443], [0.1183, -0.1666, -0.0712], [-0.0542, 0.1875, 0.1923], [-0.0376, 0.0025, -0.1155], [0.0093, -0.0795, -0.0506], [0.0559, -0.1577, 0.0517], [0.0285, -0.1094, 0.1543], [0.0468, -0.0789, -0.0343], [0.0143, -0.0049, -0.0127], [-0.0823, 0.0332, -0.0165], [-0.0202, -0.0482, -0.0392], [-0.1247, -0.0727, -0.2232], [0.1619, -0.0801, -0.1324], [0.2357, -0.2112, 0.0538], [0.6705, 0.3705, 0.3940], [-0.3419, 0.6199, 0.5969], [-0.2094, 0.0556, -0.2914], [1.0239, -0.1251, 2.6435], [-0.1882, 0.2185, 0.2307], [0.0703, -0.0548, 0.0514], [0.0077, -0.0017, 0.1098], [0.0499, 0.0226, 0.0776], [-0.1824, -0.2927, -0.2242], [0.0868, -0.0952, 0.0748], [0.0287, -0.0040, 0.0488], [0.0138, -0.0066, 0.0084], [-0.1563, -0.1091, 0.1061], [0.3456, 0.3136, -0.1065], [0.1203, 0.1436, -0.0337], [-0.0920, -0.2097, -0.0875], [-0.2622, -0.1071, 0.1257], [-0.3224, 0.1120, 0.1718], [0.1026, -0.0157, -0.0963], [-0.0534, -0.0180, 0.0230], [0.0200, -0.0947, -0.0155], [0.0258, -0.1337, -0.0992], [-0.1245, -0.0394, 0.0231], [0.0394, -0.0886, -0.0332], [-0.0200, 0.1013, 0.0349]],
  "mulliken_charge": [0.10, -0.02, -0.32, -0.02, 0.45, 0.39, 0.05, 0.63, -0.92, -0.58, -0.84, -0.21, -0.09, 0.32, -0.17, 0.99, -0.04, -0.71, -0.59, -0.88, 0.10, -0.05, 0.28, 0.44, 0.43, 0.43, 0.44, 0.41, 0.48, 0.43, 0.32, -1.71, 1.53, -0.16, -0.50, 0.20, -1.57, 0.76, -0.81, 0.24, 0.40, 0.44, 0.47, 0.40, 0.35, 0.33, -0.43, 1.23, -0.96, -0.20, -0.07, -0.33, -0.92, 0.21, 0.21, 0.39, 0.43, 0.47, 0.37]
}